Below is a structure of composition C18H21NO3S2 in a non-equilibrium geometry, with properties calculated with wB97M-V/def2-TZVPD.

The calculation puts the orbital gap at 0.3057 Eh. The value obtained for the LUMO energy is -0.3875 eV. The value obtained for the total energy is -1774.88429 a.u.

The geometry in XYZ format:
```
45
Properties=species:S:1:pos:R:3:forces:R:3
C 2.076729 4.435489 0.845300 -2.780 0.248 -2.973
C 2.392854 3.291932 -0.239621 -3.452 2.810 2.730
C 1.728165 2.083901 0.156548 -4.952 -3.028 3.138
C 0.099819 2.050643 0.171177 -0.634 2.431 -1.063
C -0.576775 0.540755 0.324941 -1.370 11.182 11.863
C -0.521426 -0.281334 -0.676999 -3.671 -2.400 -4.467
O 0.454408 -0.716529 -1.069308 6.263 -2.905 -3.407
O -1.694582 -0.519947 -1.327772 -0.758 0.518 0.950
C -2.793938 0.143178 -0.624665 1.137 -3.166 4.545
C -3.327644 1.100465 -1.482884 -6.027 3.308 1.090
H -3.705570 0.862621 -2.388329 -1.160 -2.308 -3.065
H -4.359915 1.661227 -1.112478 3.005 -1.148 -0.094
H -2.632702 1.757507 -1.801986 2.496 2.830 -0.219
C -2.089680 0.866886 0.760825 1.051 -4.357 -4.981
H -2.393889 0.211921 1.495695 -0.294 -1.260 1.961
H -2.542634 1.768327 0.953897 -0.164 2.565 -0.052
C -3.782790 -1.049174 -0.054782 -6.235 14.919 -0.536
O -4.940352 -0.565123 0.333395 4.858 -3.008 -1.148
C -3.324943 -2.237116 -0.167882 -2.170 -11.800 3.140
H -4.348719 -2.919024 0.098005 2.518 1.329 -1.260
H -2.875239 -2.623886 -1.057655 0.768 0.092 -0.055
S -2.551716 -2.534083 1.573219 1.998 -0.463 -2.805
C -0.821070 -2.636201 0.842209 -0.957 -0.851 1.251
N 0.122346 -2.206248 1.584913 2.021 -0.001 -4.649
C 1.361473 -2.360444 0.542295 3.103 2.665 11.022
C 2.706137 -2.079519 1.183394 -5.402 -2.071 -3.806
C 3.727555 -2.620763 0.424058 2.025 5.495 6.044
C 3.615079 -3.024372 -0.771724 -4.089 -6.403 -5.567
C 2.259041 -3.655687 -1.055853 8.183 -1.361 -8.086
C 1.270927 -3.328831 -0.328855 -6.014 -0.250 -1.058
S -0.421109 -3.558555 -0.732366 -1.175 0.041 1.684
H 2.195078 -4.218255 -2.200337 -0.117 1.419 3.774
H 4.483996 -3.389202 -1.302920 -0.160 0.340 -0.472
H 4.677786 -2.235020 0.706551 1.191 -0.341 0.591
H 2.681832 -1.585279 2.099169 0.515 0.725 1.264
H -0.035543 0.450414 1.351111 -0.652 -1.602 -2.062
H -0.279005 2.473672 -0.935832 0.631 -0.498 3.051
H -0.279044 2.795927 1.243519 0.714 -2.413 -3.778
H 1.849130 1.248166 -0.491877 1.184 -0.925 -0.248
H 1.803431 1.839330 1.274346 1.102 -0.210 -1.440
H 3.391484 3.042568 -0.178417 2.447 0.434 -1.345
H 1.723633 3.675234 -0.977168 1.210 0.231 -2.269
H 0.881168 4.681157 0.840686 2.808 -0.816 0.018
H 2.299834 3.992431 1.781313 0.758 0.679 1.296
H 2.496389 5.370860 0.393124 0.249 -0.677 1.495
```
Positions in Å, forces in eV/Å.